Entry 1:
{
  "formula": "CH6NS",
  "method": "ωB97M-V with the def2-TZVPD basis set",
  "de_lowest_kj_mol": 6.77,
  "charge": -1,
  "e_lumo_ev": 4.5,
  "elements": ["C", "S", "H", "H", "H", "N", "H", "H", "H"],
  "xyz": [[1.539630, -1.156122, -0.811106], [-0.178133, -0.651219, -1.131862], [2.179446, -0.284463, -0.675372], [1.622762, -1.777504, 0.083267], [1.946157, -1.735267, -1.644302], [-1.857402, 1.244553, 1.276134], [-1.407410, 2.107946, 1.557043], [-2.642413, 1.501410, 0.688956], [-1.202641, 0.750665, 0.657243]],
  "forces_ev_per_angstrom": [[-0.0245, -0.0315, -0.0504], [-0.1615, 0.0393, -0.0833], [0.1554, 0.0581, 0.0499], [0.0162, -0.0131, 0.0791], [0.0353, -0.0165, -0.0369], [-0.0344, 0.0003, 0.1334], [0.0104, 0.0543, -0.0786], [0.0034, 0.0465, -0.0239], [-0.0003, -0.1375, 0.0108]]
}

Entry 2:
{
  "formula": "C27H19Cl2N4O4RuTe",
  "method": "ωB97M-V with the def2-TZVPD basis set",
  "spin_multiplicity": 6,
  "de_lowest_kj_mol": 89.92,
  "e_lumo_ev": [-0.4, -2.0],
  "elements": ["Ru", "O", "C", "O", "C", "C", "C", "C", "C", "N", "H", "H", "H", "H", "Cl", "C", "C", "C", "Cl", "C", "C", "C", "C", "N", "C", "C", "O", "H", "H", "H", "H", "N", "C", "O", "C", "C", "C", "C", "N", "C", "H", "H", "H", "H", "H", "H", "Te", "C", "C", "C", "C", "C", "C", "H", "H", "H", "H", "H"],
  "xyz": [[-0.563798, -0.603477, -0.138749], [-0.399030, -4.479199, -1.568097], [-0.615297, -3.288897, -1.454555], [-1.162602, -2.674888, -0.462032], [-0.258663, -2.393220, -2.637831], [-0.084209, -2.934942, -3.901748], [0.204003, -2.091225, -4.958896], [0.326028, -0.727898, -4.723008], [0.154515, -0.268544, -3.433170], [-0.132483, -1.082298, -2.411278], [-0.179977, -4.005422, -4.014782], [0.332785, -2.486623, -5.958490], [0.546836, -0.032892, -5.521145], [0.244652, 0.787295, -3.203227], [-1.103917, -0.830740, 4.981272], [-0.495195, 0.483179, 4.030674], [-0.294616, 1.730813, 4.637842], [0.183162, 2.795654, 3.929681], [0.396942, 4.336566, 4.717471], [0.506982, 2.645105, 2.568151], [1.016145, 3.672942, 1.743947], [1.340803, 3.411361, 0.445440], [1.152060, 2.111312, -0.052655], [0.656173, 1.140226, 0.674475], [0.313775, 1.374719, 1.972973], [-0.242457, 0.250635, 2.685983], [-0.465982, -0.881521, 2.094961], [-0.529782, 1.850446, 5.687273], [1.148859, 4.663524, 2.157558], [1.741443, 4.182717, -0.198034], [1.436097, 1.857581, -1.069807], [1.277036, -4.229825, 3.513449], [2.408113, -4.356396, 2.777445], [3.268333, -5.185672, 3.005790], [2.568931, -3.359509, 1.666006], [3.842209, -3.026869, 1.232476], [3.982436, -2.065953, 0.245776], [2.840391, -1.469635, -0.260366], [1.611561, -1.803505, 0.130895], [1.484251, -2.752539, 1.060795], [1.116803, -4.894225, 4.250262], [0.600434, -3.501811, 3.355155], [4.694075, -3.524435, 1.678583], [4.956771, -1.769759, -0.118112], [2.909228, -0.690577, -1.013158], [0.470662, -3.024116, 1.315705], [-3.037030, 0.233411, 0.129627], [-3.365905, 1.991188, -0.961527], [-2.320095, 2.658055, -1.598416], [-2.567132, 3.828914, -2.300268], [-3.857825, 4.336633, -2.373147], [-4.901165, 3.673084, -1.741117], [-4.659112, 2.503440, -1.032285], [-1.312553, 2.264067, -1.540221], [-1.751599, 4.345866, -2.791720], [-4.049757, 5.250599, -2.920077], [-5.908180, 4.066496, -1.796008], [-5.474105, 1.990804, -0.535756]],
  "forces_ev_per_angstrom": [[0.1783, -0.7650, 0.0679], [0.0066, -0.0836, 0.0726], [-0.2733, 0.1060, 0.0492], [0.3105, -0.0406, -0.0128], [0.1098, 0.1342, -0.0019], [0.0367, -0.0234, -0.0455], [-0.0023, -0.0190, -0.0120], [0.0103, -0.0233, -0.0240], [0.0044, -0.0729, 0.1083], [-0.0800, 0.2051, -0.0533], [-0.0025, 0.0119, 0.0009], [-0.0044, 0.0009, 0.0169], [0.0032, -0.0074, 0.0093], [-0.0255, -0.0028, 0.0096], [0.0009, 0.0520, 0.0314], [-0.0636, 0.0308, 0.1798], [-0.0374, -0.0734, 0.1435], [-0.0241, 0.0620, 0.0856], [-0.0136, -0.1192, -0.0634], [0.0765, -0.0753, -0.1857], [-0.0135, 0.0382, 0.0746], [0.0713, -0.0211, -0.1381], [0.2082, 0.1133, 0.0120], [-0.2336, 0.3280, -0.0145], [0.0360, -0.0620, 0.0252], [0.0114, -0.2309, -0.1192], [0.1116, 0.3830, -0.1678], [-0.0095, -0.0467, -0.0200], [0.0027, -0.0141, 0.0144], [-0.0013, -0.0269, 0.0023], [-0.0544, 0.0621, -0.0276], [-0.0067, -0.0422, -0.0920], [0.0309, 0.0260, 0.0650], [-0.0463, 0.0196, 0.0100], [-0.0029, -0.0669, 0.0436], [0.0690, -0.0048, -0.0030], [0.0413, -0.0069, 0.0195], [-0.0883, 0.0545, -0.0264], [0.1249, -0.1697, -0.0141], [-0.0003, 0.1500, -0.0288], [0.0130, 0.0028, 0.0075], [0.0400, 0.0085, 0.0288], [-0.0111, 0.0150, -0.0090], [-0.0167, -0.0084, 0.0018], [-0.0037, -0.0138, 0.0055], [-0.0640, -0.0030, -0.0298], [-0.5181, 0.1226, 0.0703], [0.1462, -0.0172, 0.0058], [-0.1141, 0.0673, -0.0392], [0.0127, -0.0252, 0.0148], [-0.0248, -0.0113, 0.0167], [0.0259, -0.0283, 0.0155], [0.0347, 0.0973, -0.0751], [0.0026, 0.0010, 0.0047], [-0.0174, -0.0056, 0.0116], [-0.0022, -0.0087, -0.0021], [0.0116, 0.0062, -0.0031], [0.0245, 0.0215, -0.0161]]
}

Entry 3:
{
  "formula": "C8H14I2Si",
  "method": "ωB97M-V with the def2-TZVPD basis set",
  "spin_multiplicity": 3,
  "e_lumo_ev": [0.4, -2.0],
  "elements": ["C", "C", "C", "C", "C", "C", "C", "C", "Si", "I", "I", "H", "H", "H", "H", "H", "H", "H", "H", "H", "H", "H", "H", "H", "H"],
  "xyz": [[-2.181058, 1.496683, 3.864341], [-2.866750, 0.656628, 3.196953], [2.407269, 0.088993, -1.475159], [1.606320, -1.045927, -1.994388], [2.131593, 0.197559, 0.045818], [0.095068, -0.834527, -1.910012], [0.638221, 0.457072, 0.270396], [-0.281684, -0.562462, -0.434195], [-2.190167, -0.160725, -0.176937], [-3.051209, 1.204616, -2.181913], [-3.671306, -2.175612, -0.117352], [-2.539228, 1.916070, 4.736384], [-1.204336, 1.861618, 3.639065], [-3.859490, 0.341436, 3.387110], [3.437993, -0.242900, -1.445399], [2.157972, 1.011963, -1.896695], [1.748881, -1.137150, -3.050910], [1.979736, -2.074046, -1.756035], [2.609770, -0.639618, 0.517425], [2.710324, 1.052942, 0.408129], [-0.278170, -0.051775, -2.636316], [-0.491132, -1.770071, -2.202860], [0.615201, 0.367236, 1.329189], [0.428257, 1.445623, -0.101099], [0.047914, -1.403632, -0.015546]],
  "forces_ev_per_angstrom": [[1.7946, 0.4845, -0.5979], [-0.6227, -0.6560, -0.5163], [0.6734, -2.0973, 3.1424], [-0.7474, -1.3098, -2.0994], [0.1406, 1.3211, -1.7774], [-1.5002, -0.4638, -0.0985], [0.7616, -0.4871, -0.5807], [-0.9111, 3.2521, -1.6007], [0.3668, -0.0820, -0.8253], [0.4029, -0.4394, 0.7231], [0.4563, 0.3340, 0.0348], [-1.1174, 0.8748, 1.9715], [0.7567, -0.0313, -0.4919], [-0.8246, -0.6997, -0.2386], [0.5692, 0.7163, -1.0503], [0.0929, 1.3537, -1.1662], [0.4047, 0.2838, -1.1255], [-0.5088, 0.8518, 0.9751], [-0.4777, -0.8372, 0.5299], [-0.2288, 0.1208, 0.1765], [0.6896, -0.5515, 0.8894], [0.9111, 1.0192, 0.1844], [-1.2035, 0.3765, 1.0947], [-0.1090, 0.6802, 0.2605], [0.2306, -4.0139, 2.1864]]
}

Entry 4:
{
  "formula": "C3H4O3",
  "method": "ωB97M-V with the def2-TZVPD basis set",
  "de_lowest_kj_mol": 423.92,
  "e_lumo_ev": -0.1,
  "elements": ["O", "C", "C", "O", "C", "O", "H", "H", "H", "H"],
  "xyz": [[-1.885842, 0.508239, 0.638643], [-0.679326, 0.720475, -0.026682], [0.394108, -0.242346, 0.430760], [0.489796, -0.721149, 1.522877], [1.097165, -1.162358, -1.002144], [1.610041, -0.118856, -0.454896], [-1.687945, 0.290852, 1.559728], [-0.859032, 0.623001, -1.097001], [-0.264469, 1.726361, 0.163103], [1.785503, -1.624218, -1.734388]],
  "forces_ev_per_angstrom": [[-0.0331, -0.0469, 0.1773], [0.1552, 0.0417, -0.2582], [-0.2003, 0.2007, 0.8268], [0.0464, 0.2581, -0.5015], [0.1890, 0.0055, -0.3679], [-0.1913, -0.4316, 0.0621], [0.0038, -0.0152, -0.0694], [0.0304, 0.0135, 0.0939], [-0.0443, -0.1174, -0.0123], [0.0443, 0.0915, 0.0491]]
}

Entry 5:
{
  "formula": "C2H4ClI",
  "method": "ωB97M-V with the def2-TZVPD basis set",
  "de_lowest_kj_mol": 52.66,
  "smiles": "C[C@@H](Cl)I",
  "e_lumo_ev": 0.2,
  "elements": ["C", "C", "Cl", "I", "H", "H", "H", "H"],
  "xyz": [[0.654960, 0.379691, 0.346271], [-0.423431, -0.339661, -0.411342], [-0.498315, -2.153503, 0.159802], [-2.340018, 0.546267, 0.011244], [1.351484, 0.681646, -0.520348], [1.070092, -0.089401, 1.174696], [0.381261, 1.356756, 0.794961], [-0.196036, -0.381794, -1.555283]],
  "forces_ev_per_angstrom": [[0.5618, 2.9120, -2.6893], [-0.4428, -1.6146, -0.7237], [0.1281, 1.5338, -0.6827], [0.1579, -0.2149, -0.3976], [-0.1170, -0.6121, 1.9021], [1.0680, -1.5504, 0.8932], [-0.4926, -0.4702, -0.5944], [-0.8635, 0.0165, 2.2923]]
}

Entry 6:
{
  "formula": "C4H12N2",
  "method": "ωB97M-V with the def2-TZVPD basis set",
  "de_lowest_kj_mol": 283.24,
  "smiles": "C=CN.CCN",
  "e_lumo_ev": 1.2,
  "elements": ["C", "C", "N", "H", "H", "H", "H", "H", "H", "H", "C", "C", "N", "H", "H", "H", "H", "H"],
  "xyz": [[5.103702, 0.812961, 3.830831], [4.886299, -0.540043, 2.976553], [3.625994, -0.344371, 2.098848], [5.528214, 1.762047, 3.208027], [5.429994, 0.654494, 4.859220], [4.043583, 1.214469, 3.935329], [4.573262, -1.259017, 3.795925], [5.716863, -0.997970, 2.385793], [3.527251, -0.849875, 1.220226], [3.546071, 0.661722, 1.920574], [-6.609424, -0.763894, -3.084595], [-5.688399, -0.483874, -4.054374], [-4.907735, 0.787588, -4.319536], [-6.805897, 0.012369, -2.411427], [-6.695652, -1.772388, -2.670688], [-5.165917, -1.343073, -4.367195], [-5.471394, 1.478041, -4.006222], [-4.636812, 0.970809, -5.317286]],
  "forces_ev_per_angstrom": [[-1.6694, 1.4908, -2.9358], [-1.7118, 0.1662, 0.7073], [1.0918, 0.8558, 1.0908], [-0.1060, -2.5329, 1.6507], [0.6445, 0.1428, -0.4561], [0.9585, -0.7486, 0.1796], [0.5282, 0.4133, -1.1332], [-0.3389, 0.8146, 0.6776], [0.6497, 0.0499, 0.4198], [-0.0466, -0.6518, -0.2005], [2.4688, 0.4643, -1.2733], [1.0561, 1.0171, 1.4659], [-0.1169, -4.6337, -1.4677], [-1.1043, 1.1714, 0.8347], [-0.2511, 0.2496, -0.7385], [0.4458, -0.8041, -1.3166], [-1.8493, 3.1875, 1.1033], [-0.6490, -0.6520, 1.3920]]
}